{
  "formula": "C54H50Cl5CrGe2O2S4",
  "method": "ωB97M-V with the def2-TZVPD basis set",
  "symbols": ["Cr", "Cl", "C", "C", "Cl", "C", "Cl", "C", "O", "C", "Cl", "C", "Cl", "C", "C", "C", "C", "C", "C", "C", "C", "C", "C", "C", "C", "C", "C", "C", "Ge", "S", "S", "Ge", "S", "S", "C", "C", "C", "C", "C", "C", "C", "C", "C", "C", "C", "C", "C", "C", "C", "C", "C", "C", "C", "C", "C", "C", "C", "C", "C", "C", "C", "C", "C", "C", "C", "C", "C", "H", "H", "H", "H", "H", "H", "H", "H", "H", "H", "H", "H", "H", "H", "H", "H", "H", "H", "H", "H", "H", "H", "H", "H", "H", "H", "H", "H", "H", "H", "H", "H", "H", "H", "H", "H", "H", "H", "H", "H", "H", "H", "H", "H", "H", "H", "H", "H", "H", "H", "O"],
  "xyz": [[-2.762755, 14.774578, 19.572406], [-8.320345, 10.920337, 31.078474], [-8.647451, 11.968435, 29.797799], [-9.292567, 13.172108, 30.147267], [-9.203013, 13.747212, 31.813955], [-9.624847, 14.046224, 29.233816], [-10.321046, 15.532499, 29.639406], [-9.648798, 13.727348, 27.775501], [-10.303545, 14.389714, 26.989473], [-8.884131, 12.547495, 27.525703], [-8.574677, 12.107339, 25.896118], [-8.376211, 11.711376, 28.516402], [-7.661031, 10.140103, 28.204066], [-0.189278, 15.279832, 23.603593], [0.421362, 14.129394, 22.837899], [-0.391973, 12.976515, 22.601370], [0.012575, 12.156295, 21.408213], [-0.941887, 10.919804, 21.184319], [1.099267, 12.276502, 20.711328], [2.009856, 13.507957, 21.069404], [3.057875, 13.800070, 19.956134], [1.508233, 14.343217, 22.071516], [1.534305, 11.543109, 19.495423], [2.440023, 10.537638, 19.526849], [2.539537, 9.558865, 18.571721], [2.109788, 9.931992, 17.239552], [1.336218, 10.969481, 17.050905], [1.056744, 11.880537, 18.022058], [-0.477254, 13.226751, 17.817339], [-2.534942, 12.596654, 18.302439], [-0.285568, 14.310132, 15.787555], [-0.747687, 16.257309, 17.085419], [-2.926773, 16.159155, 17.868071], [0.055496, 15.146677, 19.059180], [0.016212, 17.854036, 16.023232], [1.031833, 18.388022, 16.639151], [1.704465, 19.475541, 15.773490], [1.226894, 19.781593, 14.391163], [0.173314, 18.946010, 13.912201], [-0.536588, 18.051987, 14.781908], [-1.469920, 17.368235, 14.094017], [-1.297212, 16.441588, 13.034001], [0.143029, 15.898388, 12.892927], [-2.370889, 15.831267, 12.286728], [-3.718004, 16.161356, 12.560587], [-4.715481, 15.734649, 11.604871], [-3.881270, 17.069948, 13.650568], [-2.802619, 17.636390, 14.320569], [-3.130099, 18.856585, 15.082344], [1.804477, 18.043706, 17.817100], [1.465381, 18.765767, 18.923072], [0.421025, 19.821866, 18.838495], [2.128857, 18.492164, 20.034031], [3.268652, 17.642866, 20.192390], [3.936452, 17.182199, 21.410180], [3.586976, 16.938639, 18.911791], [2.684827, 16.999734, 17.712841], [2.870700, 16.102484, 16.481380], [0.511353, 11.108801, 15.711663], [-0.740869, 10.624290, 15.660193], [-1.452126, 9.898129, 16.910670], [-1.561027, 11.105284, 14.557318], [-0.946704, 11.643664, 13.468352], [-1.760774, 12.242082, 12.195101], [0.326207, 11.888436, 13.513426], [1.146884, 11.659750, 14.560279], [2.601562, 12.131989, 14.639226], [0.467234, 16.065839, 24.034994], [-0.858250, 15.250992, 24.569603], [-1.006159, 15.886789, 23.084989], [-0.982485, 12.206353, 23.249886], [-0.606943, 10.120508, 20.879860], [-1.486793, 11.199889, 20.268177], [-1.817974, 10.525857, 22.011123], [3.963916, 13.886272, 20.533542], [2.879039, 14.672762, 19.339148], [2.932843, 13.119443, 18.701328], [1.936781, 15.371725, 22.480321], [3.320103, 10.525869, 20.466611], [3.120118, 8.727438, 18.875967], [2.363170, 9.147033, 16.408438], [2.373743, 20.199461, 16.364582], [1.969579, 20.620995, 13.881160], [0.067559, 18.916888, 12.965868], [0.566636, 16.665580, 12.318743], [0.010146, 15.160276, 12.062633], [0.538576, 15.625989, 13.930940], [-2.020915, 14.856460, 11.589499], [-4.595799, 15.085660, 10.750189], [-5.466913, 16.415827, 11.380110], [-5.687063, 14.910911, 12.031339], [-4.970881, 17.240246, 14.006186], [-2.316716, 19.464905, 15.525281], [-3.427631, 18.581597, 15.990022], [-3.864845, 19.653681, 14.444561], [-0.247050, 20.087656, 17.878454], [0.400967, 21.077981, 19.136125], [-0.313091, 19.478649, 19.287802], [2.199720, 18.572617, 21.123144], [3.551151, 18.046451, 22.295563], [4.873812, 17.283716, 21.584330], [3.751691, 16.312921, 21.931470], [4.665915, 16.723854, 19.089023], [2.859558, 15.008866, 17.208440], [4.270079, 16.711801, 16.088324], [2.310136, 16.541881, 15.579381], [-2.297579, 10.315475, 16.875095], [-0.663625, 10.030642, 17.720482], [-1.567436, 8.670864, 16.686905], [-2.731221, 10.795713, 14.739317], [-2.850604, 12.202494, 12.287968], [-1.551076, 11.783249, 11.172208], [-1.453655, 13.388305, 12.155844], [0.936363, 11.686586, 12.485754], [3.000217, 11.360028, 13.870728], [2.718192, 11.434730, 15.360074], [2.678947, 13.439541, 14.734713], [-4.074692, 14.823569, 20.551077]],
  "forces_ev_per_angstrom": [[-0.309, -1.586, 1.438], [0.544, -1.253, 0.991], [-0.683, 1.092, 2.307], [1.947, -0.933, 2.157], [-0.260, -0.479, -0.030], [-1.374, 1.151, -3.206], [-0.442, 1.155, 0.116], [0.251, -0.838, 2.029], [-0.168, 0.662, -1.145], [0.645, -0.198, -0.581], [-0.114, 0.016, -0.723], [-0.423, -0.866, -1.312], [0.021, 0.475, -0.523], [-2.194, 2.619, 2.781], [-5.326, -1.995, 1.401], [2.407, -2.572, -1.545], [-5.189, -2.576, 4.972], [-5.667, 7.649, 3.189], [5.722, 4.851, -1.697], [-2.785, -2.006, -2.598], [-1.255, -0.899, -1.933], [3.563, 2.579, -0.613], [-2.098, 1.346, -4.044], [2.869, -0.611, 4.051], [0.380, 2.242, -2.738], [3.298, -7.244, 1.559], [-3.198, 3.049, -3.178], [-1.420, 0.087, 5.481], [0.221, 0.273, -0.189], [1.076, 0.805, 0.279], [-0.284, 0.693, 1.337], [-1.697, -2.043, 0.534], [1.102, 2.133, -2.345], [-0.280, 0.148, -1.100], [-3.964, -4.461, 1.775], [4.876, 5.391, -4.085], [-2.131, 0.400, 0.114], [2.812, -0.127, 3.550], [2.402, 1.024, 7.328], [6.452, 4.286, -1.060], [-5.790, -4.476, -3.718], [0.535, -1.904, 0.723], [-2.617, -0.707, -0.580], [2.210, -1.146, 0.236], [2.753, 0.759, 0.845], [-4.958, -4.325, 1.414], [-2.106, -1.593, -0.982], [-1.071, 1.487, -0.512], [-0.325, 3.975, -2.677], [-1.664, -1.002, -1.370], [-0.036, 2.251, -0.823], [2.159, 7.379, -5.038], [4.093, -2.305, 6.203], [-1.252, -2.945, -7.743], [-6.126, 4.942, 2.897], [-0.327, 1.909, 1.601], [3.379, 0.325, 2.588], [3.583, 1.706, 2.200], [3.991, 0.382, 1.025], [-3.589, 0.032, 0.164], [8.985, -5.253, -2.627], [-2.357, -2.921, 2.839], [-6.896, 0.681, -2.478], [1.389, 0.991, 0.277], [6.850, -1.314, -4.432], [-1.029, 1.333, 2.098], [-2.138, 0.932, -3.200], [0.511, -0.512, -0.935], [1.253, -1.732, -1.386], [1.406, -0.963, -0.528], [0.344, 2.861, -0.695], [4.753, -8.185, -2.597], [-0.632, 0.214, 0.489], [2.579, 1.919, -1.904], [1.155, -0.287, -0.941], [-0.252, 0.989, 1.175], [0.980, 1.059, 4.624], [-0.033, -2.104, -1.831], [-3.188, -0.378, -2.201], [0.566, -0.908, -0.595], [-0.821, 1.639, 1.419], [-0.595, -1.314, -1.339], [-2.621, -2.424, 0.723], [-1.637, -0.066, -6.594], [1.899, 1.353, -0.074], [0.752, -0.500, 1.347], [-0.042, 0.176, -2.061], [-1.399, 3.339, 1.586], [1.473, 0.394, -0.348], [-0.758, 2.045, -0.758], [2.820, 1.884, -0.066], [2.039, 0.245, -0.670], [0.375, -0.143, -1.375], [-2.998, -1.147, 3.738], [1.825, -2.408, 2.100], [2.398, -1.356, 0.992], [1.340, -3.754, -0.039], [-6.982, -2.942, 5.307], [-2.823, 2.630, 0.130], [0.841, -2.253, -2.028], [6.709, 1.070, -0.216], [-1.462, -2.433, 0.169], [-0.804, -1.443, -1.593], [0.076, 2.608, -3.783], [-3.509, -2.443, 0.969], [0.367, -1.913, 1.467], [-6.701, 3.006, 1.177], [-2.085, -0.201, -0.402], [0.371, 3.276, 0.487], [2.950, 1.200, -1.160], [0.204, -0.033, 0.442], [0.259, 0.376, 1.450], [-0.620, -2.737, 0.056], [-1.425, 1.938, 1.771], [0.512, 2.648, -0.182], [2.439, -0.401, 4.001], [0.299, -4.564, -0.334], [0.921, 0.043, -0.657]],
  "mulliken_spin": [3.179, 0.000, 0.000, 0.000, 0.000, 0.000, 0.000, 0.000, 0.000, 0.000, 0.000, 0.000, 0.000, 0.005, -0.019, 0.050, 0.012, -0.008, -0.034, 0.007, 0.009, 0.000, 0.003, 0.000, 0.000, 0.002, -0.006, -0.003, -0.020, -0.029, 0.029, -0.047, -0.058, -0.029, 0.014, -0.011, 0.003, -0.001, -0.007, -0.015, 0.001, -0.001, 0.000, -0.001, 0.000, 0.001, -0.001, 0.008, 0.011, 0.004, 0.002, 0.000, -0.003, 0.000, 0.000, -0.004, 0.007, 0.002, 0.002, -0.002, 0.007, 0.003, -0.004, 0.000, 0.001, 0.000, 0.001, 0.001, 0.002, 0.010, -0.002, 0.001, 0.008, 0.000, 0.000, -0.003, 0.000, 0.002, 0.000, 0.000, 0.000, 0.000, 0.000, 0.000, 0.000, 0.000, 0.000, 0.000, 0.000, 0.000, 0.000, 0.000, -0.001, -0.005, 0.001, 0.001, 0.000, 0.001, 0.000, 0.000, 0.000, 0.000, 0.000, -0.001, 0.000, 0.000, -0.005, -0.001, 0.001, -0.001, 0.000, 0.000, 0.000, 0.000, 0.000, 0.000, 0.000, -0.071],
  "homo_ev": [-2.549, -2.549],
  "multiplicity": 4,
  "charge": -2,
  "molar_mass_g_mol": 1233.7,
  "orbital_gap_ev": [5.710, 5.704],
  "energy_ha": -11329.43612
}